ORCA calculation (wB97M-V/def2-TZVPD) on one molecule with the formula C23H23N3O3 in a non-equilibrium geometry.

Geometry as ORCA input:
```
! wB97M-V def2-TZVPD RIJCOSX def2/J DEFGRID3
* xyz 0 1
C 1.30 2.97 -5.53
C 2.25 2.47 -4.45
O 1.54 1.57 -3.63
C 2.19 0.98 -2.58
C 3.52 1.20 -2.24
C 4.06 0.54 -1.15
C 3.31 -0.34 -0.38
O 3.96 -0.93 0.66
C 3.26 -1.86 1.46
C 2.12 -1.26 2.24
C 0.96 -1.99 2.47
C -0.10 -1.43 3.15
C -0.01 -0.12 3.61
C -1.15 0.53 4.31
O -1.08 1.13 5.36
N -2.36 0.42 3.65
N -2.44 -0.10 2.42
C -3.54 -0.15 1.78
C -4.87 0.33 2.28
C -3.46 -0.74 0.43
C -2.23 -1.14 -0.10
C -2.21 -1.69 -1.37
C -3.41 -1.83 -2.06
C -4.57 -1.40 -1.44
N -4.60 -0.88 -0.23
C 1.17 0.59 3.43
C 2.22 0.03 2.74
C 1.98 -0.55 -0.73
C 1.43 0.11 -1.81
H 1.81 3.67 -6.18
H 0.94 2.13 -6.12
H 0.45 3.46 -5.07
H 3.11 1.97 -4.91
H 2.62 3.32 -3.85
H 4.14 1.87 -2.81
H 5.10 0.70 -0.88
H 4.02 -2.25 2.14
H 2.90 -2.70 0.84
H 0.89 -3.01 2.10
H -1.00 -2.00 3.31
H -3.16 0.86 4.10
H -5.63 0.12 1.53
H -4.84 1.40 2.46
H -5.13 -0.18 3.20
H -1.33 -1.00 0.48
H -1.28 -2.01 -1.81
H -3.43 -2.26 -3.05
H -5.53 -1.49 -1.94
H 1.24 1.60 3.82
H 3.13 0.59 2.58
H 1.35 -1.22 -0.15
H 0.39 -0.04 -2.08
*
```

For the molar mass, the calculation gives 389.455 g mol⁻¹. The calculation puts the LUMO energy at 0.00960 Eh. The calculation puts the gap between HOMO and LUMO at 0.3022 Eh. As for the SMILES: CCOc1ccc(OCc2ccc(C(=O)N/N=C(\C)c3ccccn3)cc2)cc1. As for the energy above the lowest of the compared OMol25 structures with the same formula, charge and spin: 53.2 kcal/mol. As for the electronic energy: -34836.3204 eV.



ORCA calculation (wB97M-V/def2-TZVPD) on one molecule with the formula C3H8N4O in a non-equilibrium geometry.

Geometry as ORCA input:
```
! wB97M-V def2-TZVPD RIJCOSX def2/J DEFGRID3
* xyz 0 1
H -1.36 1.33 -2.65
N -0.42 1.22 -2.26
C -0.28 0.47 -1.23
N -1.30 -0.41 -0.69
O -1.87 -1.05 -1.74
N 0.84 0.63 -0.45
C 1.13 0.08 0.80
C 0.01 0.12 1.84
N 2.25 -0.40 1.05
H 2.36 -0.66 1.97
H -0.93 -1.03 0.10
H -1.24 -1.43 -2.33
H 1.67 0.74 -1.09
H -0.06 -0.88 2.42
H 0.14 0.83 2.76
H -0.95 0.45 1.50
*
```

For the molar mass, the calculation gives 116.124 g mol⁻¹. The calculation puts the LUMO energy at 0.02378 Eh. The calculation puts the gap between HOMO and LUMO at 0.3661 Eh. As for the SMILES: [H]/N=C(\NO)N/C(C)=N/[H]. As for the energy above the lowest of the compared OMol25 structures with the same formula, charge and spin: 88.2 kcal/mol. As for the electronic energy: -11245.7973 eV.



ORCA calculation (wB97M-V/def2-TZVPD) on one molecule with the formula C20H22N2O6S in a non-equilibrium geometry.

Geometry as ORCA input:
```
! wB97M-V def2-TZVPD RIJCOSX def2/J DEFGRID3
* xyz 0 1
O 0.46 -0.09 1.11
S -0.75 0.62 0.80
O -1.89 0.40 1.63
C -0.38 2.37 0.76
C 0.92 2.82 0.95
C 1.18 4.17 0.92
C 0.15 5.08 0.70
C -1.16 4.61 0.47
C -1.41 3.25 0.51
O -2.19 5.46 0.19
C -1.77 6.77 -0.14
C -0.69 7.24 0.82
O 0.44 6.41 0.73
N -1.25 0.41 -0.79
C -0.17 0.36 -1.75
C 0.50 -1.02 -1.78
N -0.50 -2.05 -2.03
C 0.09 -3.37 -2.23
C 0.85 -3.90 -1.04
C 2.20 -3.62 -0.90
C 2.92 -4.01 0.23
C 2.23 -4.68 1.21
C 0.88 -4.97 1.07
C 0.17 -4.59 -0.04
O 0.45 -5.65 2.18
C 1.56 -5.75 3.03
O 2.69 -5.17 2.41
C -1.51 -2.02 -0.99
C -2.21 -0.66 -1.00
H 1.70 2.09 1.13
H 2.17 4.56 1.08
H -2.41 2.88 0.36
H -2.66 7.40 -0.09
H -1.37 6.78 -1.17
H -0.36 8.26 0.59
H -1.09 7.22 1.85
H 0.56 1.12 -1.47
H -0.58 0.59 -2.73
H 1.23 -1.04 -2.60
H 1.03 -1.17 -0.83
H -0.74 -4.04 -2.48
H 0.75 -3.29 -3.10
H 2.72 -3.09 -1.68
H 3.97 -3.79 0.33
H -0.88 -4.84 -0.13
H 1.77 -6.81 3.25
H 1.35 -5.22 3.98
H -2.24 -2.80 -1.19
H -1.08 -2.18 0.02
H -2.94 -0.59 -0.19
H -2.70 -0.49 -1.96
*
```

For the molar mass, the calculation gives 418.471 g mol⁻¹. The calculation puts the LUMO energy at 0.02453 Eh. The calculation puts the gap between HOMO and LUMO at 0.3163 Eh. As for the SMILES: O=S(=O)(c1ccc2c(c1)OCCO2)N1CCN(Cc2ccc3c(c2)OCO3)CC1. As for the energy above the lowest of the compared OMol25 structures with the same formula, charge and spin: 65.5 kcal/mol. As for the electronic energy: -47195.7881 eV.



ORCA calculation (wB97M-V/def2-TZVPD) on C44H57AsF3N5RbS3SbSeSi as an isolated structure.

Geometry as ORCA input:
```
! wB97M-V def2-TZVPD RIJCOSX def2/J DEFGRID3
* xyz -2 1
Rb 0.22 0.34 -0.08
C -2.58 1.58 0.08
C -3.46 0.53 -0.28
C -4.41 0.40 0.75
C -4.12 1.36 1.74
C -2.99 2.10 1.32
H -1.76 1.96 -0.52
H -3.43 -0.04 -1.20
H -5.22 -0.32 0.78
H -4.66 1.51 2.67
H -2.53 2.92 1.85
C -2.50 -3.04 -1.37
C -1.09 -3.53 -1.31
N -0.10 -2.85 -0.81
C 1.09 -3.56 -0.86
C 0.98 -4.79 -1.41
S -0.64 -5.09 -1.88
C 2.34 -2.96 -0.36
C 3.56 -3.57 -0.35
S 4.74 -2.47 0.17
C 3.54 -1.25 0.36
N 2.34 -1.66 0.07
C 3.89 0.17 0.69
H -2.57 -2.06 -0.89
H -3.17 -3.73 -0.86
H -2.82 -2.95 -2.41
H 1.76 -5.52 -1.58
H 3.81 -4.57 -0.66
H 4.87 0.25 1.16
H 3.14 0.62 1.34
H 3.91 0.75 -0.24
F -5.24 -3.29 -6.74
C -4.36 -2.52 -6.05
C -4.73 -2.02 -4.82
C -3.82 -1.24 -4.13
C -2.56 -0.94 -4.65
C -2.23 -1.46 -5.90
C -3.13 -2.26 -6.61
Sb -1.31 0.40 -3.48
C -2.64 2.02 -4.07
C -2.93 2.25 -5.43
C -3.86 3.21 -5.82
C -4.50 3.94 -4.84
F -5.41 4.87 -5.22
C -4.26 3.75 -3.50
C -3.33 2.78 -3.12
C 0.10 0.79 -5.05
C 0.32 2.08 -5.53
C 1.31 2.34 -6.47
C 2.07 1.29 -6.93
F 3.04 1.54 -7.85
C 1.90 0.00 -6.48
C 0.92 -0.24 -5.53
H -5.72 -2.24 -4.42
H -4.12 -0.83 -3.16
H -1.27 -1.25 -6.35
H -2.88 -2.66 -7.58
H -2.44 1.66 -6.19
H -4.08 3.39 -6.87
H -4.80 4.33 -2.77
H -3.17 2.62 -2.06
H -0.27 2.91 -5.16
H 1.50 3.35 -6.83
H 2.57 -0.78 -6.81
H 0.84 -1.24 -5.12
C -0.20 -2.81 4.46
As -0.26 -2.79 2.49
C -1.90 -1.73 2.36
C -1.07 -4.57 2.32
H -1.17 -3.11 4.87
H 0.05 -1.81 4.82
H 0.57 -3.51 4.79
H -2.72 -2.22 2.89
H -2.20 -1.55 1.33
H -1.73 -0.75 2.81
H -1.95 -4.66 2.97
H -0.34 -5.33 2.60
H -1.37 -4.76 1.29
C 0.83 1.98 6.91
C 1.56 2.44 5.65
N 1.84 1.36 4.71
C 3.17 0.79 4.71
C 3.30 -0.51 5.51
C 0.96 1.00 3.73
C -0.29 1.83 3.59
N 1.11 0.01 2.91
H 0.63 2.84 7.57
H 1.43 1.26 7.46
H -0.12 1.51 6.66
H 2.52 2.89 5.91
H 1.01 3.23 5.14
H 3.85 1.54 5.11
H 3.48 0.64 3.68
H 3.01 -0.36 6.55
H 4.33 -0.87 5.49
H 2.65 -1.29 5.10
H -0.02 2.83 3.26
H -0.85 1.90 4.53
H -0.94 1.37 2.85
H 1.94 -0.54 3.09
C 5.11 6.30 1.28
Si 4.40 4.57 1.00
C 3.63 4.62 -0.71
C 5.90 3.42 0.84
Se 3.00 3.95 2.58
H 5.92 6.53 0.58
H 5.48 6.39 2.30
H 4.32 7.05 1.15
H 4.36 4.94 -1.47
H 2.79 5.33 -0.72
H 3.24 3.64 -1.00
H 6.79 3.95 0.47
H 5.70 2.60 0.14
H 6.13 2.98 1.81
S 3.98 -1.35 -3.44
C 2.64 -0.55 -2.88
N 1.68 -0.01 -2.48
*
```

For the molar mass, the calculation gives 1198.366 g mol⁻¹. The calculation puts the LUMO energy at 0.12455 Eh. The calculation puts the gap between HOMO and LUMO at 0.2075 Eh. As for the energy above the lowest of the compared OMol25 structures with the same formula, charge and spin: 11.2 kcal/mol. As for the electronic energy: -235921.3005 eV.



ORCA calculation (wB97M-V/def2-TZVPD) on one molecule with the formula N2O3 in a non-equilibrium geometry.

Geometry as ORCA input:
```
! wB97M-V def2-TZVPD RIJCOSX def2/J DEFGRID3
* xyz 0 1
O -1.37 1.20 0.21
N -1.06 -0.01 0.30
N 0.52 -0.33 -0.08
O 1.13 0.59 -0.45
O 0.78 -1.45 0.00
*
```

For the molar mass, the calculation gives 76.011 g mol⁻¹. The calculation puts the LUMO energy at -0.08446 Eh. The calculation puts the gap between HOMO and LUMO at 0.3109 Eh. As for the SMILES: O=N[N+](=O)[O-]. As for the energy above the lowest of the compared OMol25 structures with the same formula, charge and spin: 13.5 kcal/mol. As for the electronic energy: -9116.3433 eV.



ORCA calculation (wB97M-V/def2-TZVPD) on a 2-piece molecular cluster, C5H10N overall in a non-equilibrium geometry.

Geometry as ORCA input:
```
! wB97M-V def2-TZVPD RIJCOSX def2/J DEFGRID3
* xyz 1 1
C 0.91 3.04 -1.91
C 0.90 1.73 -1.94
C 0.00 2.35 -0.87
C -0.43 -2.47 1.38
C -0.58 -1.05 1.03
N 0.06 -0.63 0.04
H 1.29 3.93 -2.29
H 1.03 0.89 -2.53
H -1.01 2.30 -0.93
H 0.33 -2.57 2.11
H -0.10 -3.04 0.54
H -1.36 -3.01 1.82
H -1.16 -0.33 1.48
H -0.06 0.34 -0.28
H 0.73 -1.37 -0.26
H 0.51 2.44 0.09
*
```

For the molar mass, the calculation gives 84.142 g mol⁻¹. The calculation puts the LUMO energy at -0.17479 Eh. The calculation puts the gap between HOMO and LUMO at 0.3081 Eh. As for the energy above the lowest of the compared OMol25 structures with the same formula, charge and spin: 82.3 kcal/mol. As for the electronic energy: -6826.6331 eV.